[1]
{
  "formula": "C2H2FP",
  "method": "ωB97M-V with the def2-TZVPD basis set",
  "lumo_energy_ev": [-1.702, -1.912],
  "energy_ev": -14107.835,
  "de_lowest_kj_mol": 354.75,
  "multiplicity": 1,
  "symbols": ["C", "C", "F", "P", "H", "H"],
  "xyz": [[0.038, -0.593, 0.129], [-0.396, 0.598, 0.038], [-0.891, 3.165, 0.386], [-1.820, 1.823, 0.597], [0.114, -1.512, 0.639], [0.023, 1.285, -0.693]]
}



[2]
{
  "formula": "C20H26N4OS",
  "method": "ωB97M-V with the def2-TZVPD basis set",
  "lumo_energy_ev": 0.418,
  "energy_ev": -40006.696,
  "de_lowest_kj_mol": 28.31,
  "multiplicity": 1,
  "symbols": ["O", "C", "N", "C", "C", "C", "C", "C", "C", "N", "C", "C", "N", "C", "N", "C", "C", "C", "C", "C", "C", "C", "C", "S", "C", "C", "H", "H", "H", "H", "H", "H", "H", "H", "H", "H", "H", "H", "H", "H", "H", "H", "H", "H", "H", "H", "H", "H", "H", "H", "H", "H"],
  "xyz": [[2.428, 1.570, -1.110], [2.240, 0.498, -0.566], [3.206, -0.138, 0.157], [4.585, 0.310, 0.103], [5.228, 0.198, 1.484], [6.671, 0.693, 1.437], [7.477, -0.099, 0.413], [6.834, 0.006, -0.967], [5.392, -0.490, -0.923], [1.021, -0.140, -0.640], [-0.096, 0.617, -1.173], [-1.245, 0.628, -0.172], [-1.698, -0.734, 0.047], [-3.016, -1.005, 0.020], [-3.951, -0.124, 0.049], [-5.199, -0.687, 0.046], [-6.366, 0.187, 0.077], [-6.183, 1.558, 0.256], [-7.268, 2.412, 0.289], [-8.552, 1.914, 0.143], [-8.743, 0.554, -0.038], [-7.662, -0.305, -0.072], [-5.204, -2.049, 0.016], [-3.595, -2.682, -0.019], [-0.733, -1.783, -0.179], [0.674, -1.298, 0.158], [3.072, -1.095, 0.438], [4.545, 1.358, -0.207], [4.652, 0.781, 2.204], [5.212, -0.848, 1.805], [6.679, 1.750, 1.164], [7.126, 0.598, 2.425], [7.518, -1.149, 0.716], [8.501, 0.277, 0.375], [6.845, 1.047, -1.294], [7.404, -0.580, -1.691], [4.927, -0.385, -1.906], [5.377, -1.549, -0.649], [-0.430, 0.178, -2.120], [0.264, 1.629, -1.368], [-0.907, 1.060, 0.777], [-2.086, 1.215, -0.542], [-5.178, 1.933, 0.370], [-7.112, 3.472, 0.429], [-9.400, 2.582, 0.168], [-9.743, 0.161, -0.155], [-7.826, -1.362, -0.221], [-6.029, -2.730, 0.025], [-0.981, -2.635, 0.463], [-0.765, -2.131, -1.222], [1.365, -2.122, -0.055], [0.728, -1.066, 1.232]]
}